[1]
Entry from the Open Molecules 2025 dataset: C5H10N2O in the gas phase (ωB97M-V/def2-TZVPD).

Last column: natural (NBO) charge in e.
CARTESIAN COORDINATES (ANGSTROEM)
C1 0.732 1.896 1.781  -0.410
N1 1.072 1.246 0.527  -0.596
C2 0.312 0.262 -0.110  0.249
C3 0.530 0.176 -1.605  -0.665
C4 -0.563 -0.529 0.545  -0.439
C5 -1.454 -1.605 0.044  0.644
N2 -1.018 -2.354 -0.999  -0.831
O1 -2.502 -1.866 0.616  -0.625
H1 0.626 1.173 2.594  0.205
H2 1.529 2.592 2.058  0.208
H3 -0.197 2.466 1.678  0.189
H4 1.544 1.874 -0.121  0.376
H5 0.868 1.135 -2.013  0.215
H6 1.300 -0.569 -1.832  0.219
H7 -0.389 -0.072 -2.143  0.244
H8 -0.716 -0.384 1.610  0.224
H9 -1.593 -3.142 -1.265  0.402
H10 -0.081 -2.297 -1.365  0.390

Output
molar mass: 114.15 g mol⁻¹
relative energy (zero: lowest compared OMol25 entry of this formula, charge and spin): 0.377 eV
SMILES: CN/C(C)=C/C(N)=O
E_HOMO: -8.28 eV

***

[2]
Entry from the Open Molecules 2025 dataset: C4H6O2 in the gas phase (ωB97M-V/def2-TZVPD).

Last column: natural (NBO) charge in e.
CARTESIAN COORDINATES (ANGSTROEM)
C1 -0.308 -0.453 -1.425  -0.546
C2 0.647 -0.077 -0.577  0.302
O1 1.800 0.543 -0.956  -0.674
C3 0.561 -0.189 0.908  -0.002
C4 -0.554 0.485 1.589  -0.093
O2 -0.534 -0.923 1.419  -0.473
H1 -1.151 -1.043 -1.091  0.230
H2 -0.256 -0.156 -2.469  0.197
H3 1.869 0.436 -1.914  0.483
H4 1.507 -0.312 1.437  0.201
H5 -1.278 1.013 0.968  0.189
H6 -0.442 0.841 2.612  0.185

Output
molar mass: 86.09 g mol⁻¹
relative energy (zero: lowest compared OMol25 entry of this formula, charge and spin): 2.242 eV
SMILES: C=C(O)[C@H]1CO1
E_HOMO: -9.03 eV

***

[3]
Entry from the Open Molecules 2025 dataset: a 2-piece molecular cluster, C6H8N overall in a non-equilibrium geometry (ωB97M-V/def2-TZVPD).

Last column: natural (NBO) charge in e.
CARTESIAN COORDINATES (ANGSTROEM)
C1 -0.630 1.072 -0.864  0.167
C2 -1.604 -0.485 0.521  0.259
C3 3.711 -1.142 0.464  -0.517
C4 3.128 -0.231 -0.226  0.242
C5 -0.462 2.157 -1.421  -0.144
C6 -2.998 -0.124 0.480  -0.700
N1 -0.643 0.019 -0.127  -0.401
H1 -1.510 -1.387 1.019  0.191
H2 3.130 -1.888 1.049  0.306
H3 4.696 -1.572 0.403  0.322
H4 3.264 0.695 -0.756  0.247
H5 -0.049 3.051 -1.836  0.263
H6 -3.182 0.573 -0.335  0.236
H7 -3.476 -1.060 0.228  0.257
H8 -3.376 0.323 1.402  0.272

Output
molar mass: 94.14 g mol⁻¹
relative energy (zero: lowest compared OMol25 entry of this formula, charge and spin): 9.093 eV
E_HOMO (spin up / spin down): -13.67 / -11.90 eV
total charge: +1

***

[4]
Entry from the Open Molecules 2025 dataset: C5H10O in the gas phase (ωB97M-V/def2-TZVPD).

Last column: natural (NBO) charge in e.
CARTESIAN COORDINATES (ANGSTROEM)
C1 -0.323 -1.811 -0.397  -0.602
C2 0.427 -0.578 -0.893  -0.421
C3 0.275 0.592 0.074  0.208
C4 -0.797 1.613 -0.234  -0.638
C5 0.705 0.388 1.465  -0.112
O1 1.482 1.160 0.566  -0.495
H1 -1.335 -1.548 -0.072  0.203
H2 0.195 -2.234 0.467  0.203
H3 -0.400 -2.587 -1.163  0.212
H4 0.069 -0.299 -1.892  0.204
H5 1.493 -0.793 -1.012  0.221
H6 -0.296 2.549 -0.488  0.234
H7 -1.416 1.310 -1.081  0.213
H8 -1.453 1.798 0.621  0.216
H9 1.144 -0.563 1.767  0.175
H10 0.242 0.947 2.281  0.178

Output
molar mass: 86.13 g mol⁻¹
relative energy (zero: lowest compared OMol25 entry of this formula, charge and spin): 1.268 eV
SMILES: CC[C@@]1(C)CO1
E_HOMO: -10.04 eV

***

[5]
Entry from the Open Molecules 2025 dataset: a 2-piece molecular cluster, C3H8BrNOS overall in a non-equilibrium geometry (ωB97M-V/def2-TZVPD).

Last column: natural (NBO) charge in e.
CARTESIAN COORDINATES (ANGSTROEM)
C1 -2.811 -0.940 0.931  -0.385
C2 -0.199 -1.175 0.472  -0.695
C3 -1.622 -0.437 0.490  0.050
N1 2.912 0.595 1.601  -1.000
O1 2.216 2.380 -0.401  -0.890
S1 2.787 0.771 -0.087  0.642
Br1 -1.512 1.505 -0.126  -0.048
H1 -3.602 -0.230 0.909  0.192
H2 -2.924 -1.842 1.484  0.190
H3 1.290 2.530 -0.588  0.487
H4 0.347 -1.173 1.386  0.205
H5 0.551 -0.700 -0.241  0.247
H6 -0.512 -2.117 0.058  0.227
H7 3.513 1.185 2.116  0.394
H8 2.089 0.152 2.005  0.383

Output
spin multiplicity: 3
molar mass: 186.07 g mol⁻¹
relative energy (zero: lowest compared OMol25 entry of this formula, charge and spin): 0.128 eV
E_HOMO (spin up / spin down): -6.07 / -8.96 eV
<S²>: 2.01

***

[6]
Entry from the Open Molecules 2025 dataset: C3H4N2O in the gas phase in a non-equilibrium geometry (ωB97M-V/def2-TZVPD).

Last column: natural (NBO) charge in e.
CARTESIAN COORDINATES (ANGSTROEM)
N1 -2.379 1.347 -0.767  -0.301
C1 -1.496 0.902 -0.161  0.259
C2 -0.393 0.437 0.711  -0.339
N2 0.795 0.137 -0.047  -0.607
C3 0.966 -1.122 -0.527  0.529
O1 0.240 -2.039 -0.211  -0.595
H1 -0.757 -0.483 1.174  0.281
H2 -0.136 1.150 1.510  0.246
H3 1.342 0.871 -0.456  0.403
H4 1.819 -1.201 -1.225  0.124

Output
molar mass: 84.08 g mol⁻¹
relative energy (zero: lowest compared OMol25 entry of this formula, charge and spin): 0.778 eV
SMILES: N#CCNC=O
E_HOMO: -10.64 eV

***

[7]
Entry from the Open Molecules 2025 dataset: a 2-piece molecular cluster, C4H10NO3 overall in a non-equilibrium geometry (ωB97M-V/def2-TZVPD).

Last column: natural (NBO) charge in e.
CARTESIAN COORDINATES (ANGSTROEM)
O1 0.800 3.430 1.137  -0.565
C1 1.075 2.302 0.866  0.457
C2 0.343 0.982 0.803  -0.168
C3 0.654 0.044 -0.455  -0.464
C4 0.754 -1.589 -0.108  0.024
O2 -0.351 -2.205 -0.486  -0.947
N1 -1.046 1.018 1.174  -0.840
H1 2.147 2.082 0.784  0.070
H2 0.889 0.384 1.629  0.195
H3 1.647 0.306 -0.953  0.177
H4 -0.137 0.270 -1.211  0.216
H5 1.572 -1.895 -0.689  0.107
H6 0.860 -1.734 1.046  0.083
H7 -1.403 0.260 0.715  0.382
H8 -1.323 1.932 0.916  0.359
H9 -2.200 -2.304 -2.338  0.446
H10 -1.760 -1.762 -1.043  0.517
O3 -2.521 -1.523 -1.787  -1.048

Output
molar mass: 120.13 g mol⁻¹
relative energy (zero: lowest compared OMol25 entry of this formula, charge and spin): 3.840 eV
E_HOMO: -3.60 eV
total charge: -1

***

[8]
Entry from the Open Molecules 2025 dataset: an isolated ion of composition C3H4NO4S and charge -1 in a non-equilibrium geometry (ωB97M-V/def2-TZVPD).

Last column: natural (NBO) charge in e.
CARTESIAN COORDINATES (ANGSTROEM)
O1 -2.286 -0.314 1.455  -1.032
S1 -2.746 0.066 0.123  2.355
O2 -3.160 1.427 -0.017  -1.023
O3 -3.680 -0.877 -0.403  -1.038
C1 -1.212 -0.045 -1.140  -0.036
N1 -0.499 -1.282 -0.744  -0.416
C2 0.295 -0.892 0.144  0.093
C3 0.272 0.619 0.313  -0.176
O4 -0.433 1.048 -0.819  -0.521
H1 -1.598 0.060 -2.216  0.204
H2 1.085 -1.656 0.591  0.180
H3 -0.448 0.856 1.024  0.235
H4 1.279 1.099 0.536  0.175

Output
molar mass: 150.14 g mol⁻¹
relative energy (zero: lowest compared OMol25 entry of this formula, charge and spin): 1.225 eV
SMILES: O=S(=O)([O-])[C@@H]1N=CCO1
E_HOMO: -4.67 eV
total charge: -1